Entry 1:
{"formula": "C25H24Cl2N8O4STi", "method": "ωB97M-V with the def2-TZVPD basis set", "symbols": ["Ti", "N", "N", "C", "N", "N", "N", "O", "O", "H", "H", "H", "H", "H", "S", "C", "C", "C", "C", "C", "N", "H", "H", "H", "H", "C", "C", "C", "N", "C", "C", "H", "H", "H", "H", "H", "Cl", "C", "C", "C", "C", "C", "Cl", "C", "N", "C", "C", "C", "C", "C", "C", "C", "C", "O", "O", "H", "H", "H", "H", "H", "H", "H", "H", "H", "H"], "positions_angstrom": [[-0.718, -1.767, -0.554], [2.478, -0.458, -1.237], [3.176, -1.176, -0.268], [2.551, -1.997, 0.568], [3.248, -2.687, 1.452], [1.187, -1.995, 0.490], [0.458, -2.750, 1.296], [-0.786, -2.447, 1.212], [0.851, -3.623, 2.007], [3.074, -0.333, -2.044], [2.176, 0.445, -0.879], [4.168, -1.026, -0.148], [4.254, -2.628, 1.484], [2.778, -3.354, 2.042], [0.095, -3.965, -1.307], [-1.621, -4.207, -1.177], [-2.305, -5.399, -1.380], [-3.680, -5.389, -1.245], [-4.334, -4.213, -0.863], [-3.592, -3.079, -0.653], [-2.259, -3.074, -0.837], [-1.758, -6.294, -1.636], [-4.249, -6.290, -1.429], [-5.406, -4.194, -0.736], [-4.041, -2.147, -0.335], [-1.114, -0.669, -5.257], [-2.235, -0.581, -4.444], [-2.128, -0.933, -3.115], [-0.978, -1.370, -2.574], [0.103, -1.469, -3.370], [0.073, -1.124, -4.703], [-1.170, -0.391, -6.301], [-3.186, -0.251, -4.837], [-2.984, -0.868, -2.460], [1.001, -1.853, -2.915], [0.966, -1.226, -5.304], [0.282, 5.503, 3.031], [1.016, 4.186, 3.874], [1.567, 4.466, 5.115], [2.049, 3.457, 5.924], [1.922, 2.140, 5.521], [1.356, 1.869, 4.294], [1.098, 0.203, 3.859], [0.943, 2.860, 3.392], [0.383, 2.470, 2.168], [0.529, 3.062, 0.903], [1.637, 3.856, 0.603], [1.765, 4.461, -0.635], [0.790, 4.283, -1.602], [-0.294, 3.469, -1.326], [-0.440, 2.842, -0.094], [-1.640, 1.955, 0.126], [-1.346, 0.510, -0.160], [-2.231, -0.397, -0.177], [-0.166, 0.111, -0.473], [1.580, 5.491, 5.461], [2.477, 3.686, 6.890], [2.240, 1.330, 6.162], [0.020, 1.533, 2.177], [2.406, 3.994, 1.349], [2.632, 5.074, -0.844], [0.881, 4.760, -2.569], [-1.055, 3.322, -2.085], [-2.447, 2.217, -0.563], [-2.046, 2.069, 1.136]], "mulliken_charge": [-0.988, -0.320, -0.187, 0.539, -0.309, -0.008, 1.261, -0.273, -0.704, 0.351, 0.087, 0.174, 0.192, 0.177, -0.426, 0.809, -0.711, -0.182, -0.971, -0.255, 0.410, 0.457, 0.432, 0.446, 0.633, -0.200, -1.135, 0.055, 0.597, 0.040, -1.124, 0.445, 0.465, 0.517, 0.397, 0.459, -0.158, 0.709, -0.604, -0.502, -0.653, 0.715, -0.226, -0.584, 0.132, -0.042, -0.195, -0.728, -0.863, -0.568, 0.721, -1.764, 1.371, -0.455, 0.263, 0.440, 0.393, 0.426, 0.025, 0.605, 0.460, 0.429, 0.457, 0.602, 0.441], "homo_ev": -12.3, "de_lowest_ev": 0.9687, "total_charge": 2, "e_lumo_ha": -0.275, "total_energy_ev": -105407.5275}



Entry 2:
{"formula": "C25H24Cl5GeN2O3SeSn", "method": "ωB97M-V with the def2-TZVPD basis set", "symbols": ["Sn", "O", "C", "C", "C", "C", "C", "C", "C", "O", "N", "N", "C", "C", "C", "C", "C", "C", "C", "O", "H", "H", "H", "H", "H", "H", "H", "H", "H", "H", "Cl", "C", "C", "C", "Cl", "C", "Cl", "C", "Cl", "C", "Cl", "C", "Ge", "C", "C", "C", "Se", "C", "H", "H", "H", "H", "H", "H", "H", "H", "H", "H", "H", "H", "H", "H"], "positions_angstrom": [[-0.096, -0.418, 0.223], [-2.937, -3.119, 2.466], [-3.993, -2.853, 1.667], [-5.233, -3.303, 2.121], [-6.371, -3.084, 1.378], [-6.306, -2.406, 0.159], [-5.091, -1.954, -0.293], [-3.913, -2.160, 0.446], [-2.657, -1.619, -0.081], [-1.549, -1.797, 0.649], [-2.650, -0.956, -1.199], [-1.377, -0.518, -1.497], [-1.109, -0.149, -2.701], [0.202, 0.244, -3.136], [0.328, 0.804, -4.420], [1.555, 1.156, -4.925], [2.695, 0.927, -4.151], [2.603, 0.363, -2.895], [1.361, 0.016, -2.363], [1.344, -0.556, -1.148], [-2.127, -2.822, 2.024], [-5.265, -3.834, 3.063], [-7.322, -3.447, 1.745], [-7.201, -2.239, -0.423], [-5.016, -1.425, -1.232], [-1.927, -0.174, -3.418], [-0.569, 0.955, -5.009], [1.641, 1.589, -5.911], [3.670, 1.191, -4.540], [3.484, 0.172, -2.297], [1.916, 1.954, 0.630], [2.073, 0.775, 1.895], [1.279, -0.364, 1.850], [1.440, -1.325, 2.837], [0.516, -2.779, 2.775], [2.360, -1.145, 3.871], [2.543, -2.336, 5.084], [3.136, 0.016, 3.906], [4.263, 0.250, 5.167], [3.000, 0.985, 2.909], [3.960, 2.402, 2.937], [-3.669, 3.638, 3.589], [-2.319, 4.412, 2.412], [-1.258, 5.759, 3.329], [-3.124, 5.064, 0.764], [-1.019, 2.998, 1.842], [-1.909, 1.406, 1.174], [-2.109, 0.465, 2.865], [-4.391, 4.411, 3.856], [-3.227, 3.266, 4.514], [-4.221, 2.833, 3.103], [-1.895, 6.588, 3.639], [-0.480, 6.154, 2.676], [-0.788, 5.340, 4.218], [-3.911, 5.786, 0.982], [-3.571, 4.243, 0.201], [-2.378, 5.552, 0.137], [-0.331, 2.691, 2.630], [-0.429, 3.380, 1.010], [-2.673, 1.111, 3.530], [-1.126, 0.247, 3.281], [-2.660, -0.451, 2.674]], "mulliken_charge": [1.823, -0.696, 0.379, -0.725, -0.346, -0.781, -0.641, 0.364, 1.008, -0.842, -0.953, 0.400, -0.124, 0.431, -0.867, -0.732, -0.471, -0.316, 0.525, -0.799, 0.377, 0.451, 0.400, 0.428, 0.437, 0.450, 0.392, 0.421, 0.415, 0.470, -0.079, 0.590, -1.330, 0.573, -0.183, 0.079, -0.157, 0.433, -0.143, -0.051, -0.172, -1.284, 0.640, -1.156, -1.175, -1.106, 0.036, -0.418, 0.394, 0.368, 0.424, 0.373, 0.369, 0.368, 0.385, 0.398, 0.356, 0.489, 0.454, 0.360, 0.243, 0.041], "homo_ev": -11.0, "de_lowest_ev": 0.4625, "total_charge": 1, "e_lumo_ha": -0.125, "total_energy_ev": -225737.5613}



Entry 3:
{"formula": "C25H24ClN8O5SW", "method": "ωB97M-V with the def2-TZVPD basis set", "symbols": ["W", "C", "C", "N", "N", "C", "S", "N", "N", "H", "H", "H", "H", "H", "H", "O", "N", "O", "C", "C", "C", "C", "C", "C", "N", "C", "C", "N", "C", "C", "C", "C", "H", "H", "H", "H", "H", "H", "H", "Cl", "C", "C", "C", "C", "O", "C", "C", "O", "C", "H", "H", "H", "H", "C", "N", "C", "C", "O", "H", "H", "H", "H", "H", "H", "H"], "positions_angstrom": [[0.145, 0.285, 0.431], [-0.477, 4.128, 4.262], [0.501, 3.030, 4.107], [1.400, 2.666, 4.960], [2.059, 1.617, 4.387], [1.594, 1.313, 3.189], [2.109, 0.165, 2.033], [0.595, 2.198, 2.990], [-0.114, 2.207, 1.780], [-0.307, 4.606, 5.224], [-1.501, 3.751, 4.243], [-0.356, 4.878, 3.478], [2.830, 1.188, 4.880], [-1.112, 2.250, 1.990], [0.133, 3.048, 1.253], [2.308, -3.724, -5.768], [1.297, -3.458, -5.172], [0.176, -3.822, -5.455], [1.437, -2.551, -3.998], [2.562, -1.812, -3.952], [2.777, -0.871, -2.895], [3.911, -0.043, -2.825], [4.010, 0.858, -1.795], [3.007, 0.905, -0.827], [1.941, 0.107, -0.847], [1.811, -0.749, -1.898], [0.620, -1.533, -1.961], [-0.267, -1.323, -0.951], [-1.379, -2.055, -0.913], [-1.658, -3.013, -1.879], [-0.784, -3.217, -2.921], [0.403, -2.456, -2.993], [3.303, -1.932, -4.731], [4.682, -0.115, -3.582], [4.855, 1.526, -1.709], [3.084, 1.600, -0.004], [-2.055, -1.870, -0.090], [-2.570, -3.588, -1.806], [-1.000, -3.950, -3.681], [-4.502, 4.409, -3.660], [-3.246, 3.581, -2.844], [-1.908, 3.807, -3.224], [-0.855, 3.168, -2.606], [-1.105, 2.268, -1.570], [-0.084, 1.645, -0.992], [-2.448, 2.038, -1.172], [-2.751, 1.152, -0.135], [-1.913, 0.483, 0.555], [-3.517, 2.707, -1.830], [-1.712, 4.503, -4.030], [0.164, 3.352, -2.919], [-3.799, 1.006, 0.136], [-4.538, 2.520, -1.523], [-1.873, -2.590, 3.712], [-0.578, -2.987, 3.146], [0.080, -4.225, 3.620], [0.017, -2.243, 2.265], [-0.491, -1.154, 1.833], [-2.357, -3.469, 4.122], [-2.497, -2.158, 2.933], [-1.727, -1.857, 4.505], [-0.624, -4.772, 4.237], [0.956, -3.981, 4.217], [0.361, -4.846, 2.773], [0.979, -2.601, 1.897]], "mulliken_spin": [1.705, 0.000, -0.002, 0.002, 0.004, -0.007, -0.024, -0.008, 0.029, 0.000, 0.000, 0.000, 0.000, 0.009, 0.008, 0.001, 0.000, 0.000, 0.001, -0.004, 0.001, 0.011, -0.008, 0.006, -0.008, 0.046, 0.018, -0.021, 0.013, -0.006, 0.022, 0.006, 0.000, -0.001, 0.001, 0.001, 0.011, 0.001, -0.001, 0.001, 0.004, 0.004, 0.020, -0.004, 0.041, 0.033, 0.018, 0.004, 0.020, 0.000, 0.001, -0.007, 0.002, 0.000, 0.030, -0.001, 0.023, -0.005, 0.000, 0.001, 0.000, 0.000, 0.001, 0.001, 0.008], "homo_ev": [-16.2, -16.4], "de_lowest_ev": 0.2029, "total_charge": 3, "multiplicity": 3, "s_squared": 2.015, "e_lumo_ha": [-0.335, -0.360], "total_energy_ev": -73631.0311}



Entry 4:
{"formula": "C25H24FN7O3", "method": "ωB97M-V with the def2-TZVPD basis set", "symbols": ["O", "C", "N", "H", "C", "H", "H", "C", "C", "H", "C", "H", "C", "H", "H", "O", "H", "H", "H", "C", "N", "C", "O", "C", "N", "N", "C", "N", "N", "C", "C", "C", "C", "C", "C", "H", "H", "F", "H", "H", "H", "H", "C", "C", "C", "C", "C", "C", "C", "C", "N", "C", "H", "H", "H", "H", "H", "H", "H", "H"], "positions_angstrom": [[-2.685, -1.277, -2.458], [-2.597, -0.141, -2.146], [-3.689, 0.605, -1.748], [-3.713, 1.408, -1.344], [-5.127, -0.279, -1.873], [-5.117, -1.146, -2.188], [-5.942, 0.418, -2.091], [-5.717, -0.307, -0.425], [-4.779, -1.087, 0.509], [-5.224, -1.933, 1.140], [-4.266, 0.154, 1.586], [-3.449, 0.564, 1.039], [-5.367, 0.738, 1.506], [-6.130, 0.649, 2.364], [-5.121, 1.927, 1.750], [-5.984, 0.906, 0.434], [-3.910, -0.604, 2.599], [-3.972, -1.636, 0.105], [-6.554, -0.744, -0.457], [-1.502, 0.769, -1.970], [-0.981, 0.776, -0.826], [-1.483, 1.869, 0.224], [-2.257, 2.653, -0.208], [-0.748, 2.007, 1.607], [0.676, 1.715, 1.241], [1.692, 1.992, 0.648], [2.682, 1.078, 1.036], [2.396, 0.621, 2.046], [1.040, 0.614, 2.446], [4.001, 1.247, 0.469], [4.217, 2.248, -0.729], [5.400, 2.094, -1.442], [6.435, 1.284, -0.842], [6.166, 0.264, 0.185], [4.928, 0.348, 0.842], [4.793, -0.036, 1.708], [7.001, -0.267, 0.356], [7.597, 1.240, -1.220], [5.624, 2.812, -2.135], [3.308, 2.933, -0.911], [-1.137, 1.313, 2.362], [-0.904, 3.098, 1.904], [-0.174, -0.324, -0.318], [1.093, -0.604, -0.927], [1.868, -1.451, -0.593], [3.422, -1.796, -1.050], [4.121, -2.853, -0.501], [3.687, -3.727, 0.514], [2.330, -3.307, 0.890], [1.352, -2.293, 0.562], [0.286, -2.141, 1.003], [-0.453, -1.158, 0.597], [-1.261, -1.040, 1.019], [1.980, -4.110, 1.878], [4.304, -4.440, 0.966], [5.075, -2.810, -0.726], [3.610, -1.141, -1.887], [1.406, 0.217, -1.674], [-0.701, 0.358, -2.718], [-1.542, 1.729, -2.124]], "mulliken_charge": [-0.625, 0.253, -0.299, 0.368, -1.547, 0.762, 0.354, -0.396, -1.017, 0.398, 0.790, -0.678, -0.728, 0.243, 0.207, -0.366, 0.320, 0.469, 1.170, -0.840, 0.545, 0.509, -0.563, -0.590, 0.570, -0.719, 0.736, -0.187, -0.757, 0.423, -0.110, -1.086, 0.607, -0.988, -0.718, 0.806, 0.617, -0.277, 0.493, 0.346, 0.313, 0.399, 0.303, -1.098, 0.894, -0.715, -0.801, -0.898, -0.293, 0.618, -0.478, -2.039, 2.200, 0.067, 0.501, 0.612, 0.449, 0.209, 0.399, 0.864], "homo_ev": -8.2, "de_lowest_ev": 23.8545, "e_lumo_ha": -0.018, "total_energy_ev": -45581.7044, "smiles": "O=C(CN(C(=O)Cn1nnc(-c2ccc(F)cc2)n1)c1cnc2ccccc2c1)NC[C@H]1CCCO1"}